Version P
Entry from OMol25: the molecule C2H3N3S (the ωB97M-V functional and the def2-TZVPD basis).

Geometry as ORCA input:
```
! wB97M-V def2-TZVPD RIJCOSX def2/J DEFGRID3
* xyz 0 1
S 2.808 -0.371 0.012
N 1.164 0.002 -0.055
N 0.635 1.188 -0.024
C -0.717 1.079 -0.014
C -0.996 -0.218 -0.015
N 0.176 -0.896 -0.053
H -1.337 1.954 0.066
H -1.764 -0.883 0.241
H 0.032 -1.855 -0.157
*
```

Computed properties:
frontier orbital gap (spin up / spin down): 8.3 / 8.3 eV
SMILES: [S-][n+]1ncc[nH]1
LUMO level (spin up / spin down): 0.409 / 0.410 eV

Atomic partial charges in e from the natural (NBO) method, atoms 1 to 5: atom 1 (S): -0.19, atom 2 (N): -0.03, atom 3 (N): -0.18, atom 4 (C): -0.11, atom 5 (C): -0.07


Version Q
Entry from OMol25: the molecule C2H3N3S (the ωB97M-V functional and the def2-TZVPD basis).

Geometry as ORCA input:
```
! wB97M-V def2-TZVPD RIJCOSX def2/J DEFGRID3
* xyz 0 1
C -0.842 1.197 0.031
C 1.443 -0.328 -0.103
N 0.282 1.661 -0.113
N -0.933 -0.214 0.104
N 0.326 -0.958 -0.119
S 3.031 -0.371 -0.095
H -1.710 1.800 0.100
H -1.619 -0.921 -0.196
H 0.021 -1.867 0.391
*
```

Computed properties:
frontier orbital gap (spin up / spin down): 7.7 / 7.8 eV
LUMO level (spin up / spin down): -0.292 / -0.337 eV

Atomic partial charges in e from the natural (NBO) method, atoms 1 to 5: atom 1 (C): 0.11, atom 2 (C): 0.17, atom 3 (N): -0.43, atom 4 (N): -0.48, atom 5 (N): -0.47


The structure with the greatest stability is version P.


Version P
Entry from OMol25: a structure of composition C15H31BaF6N2O17P2 (the ωB97M-V functional and the def2-TZVPD basis).

Geometry as ORCA input:
```
! wB97M-V def2-TZVPD RIJCOSX def2/J DEFGRID3
* xyz 1 1
Ba 25.653 -26.146 28.604
N 25.990 -28.744 30.610
O 25.037 -28.600 29.868
O 26.215 -29.759 31.262
O 26.781 -27.780 30.655
C 27.834 -32.892 30.999
N 27.654 -33.381 32.393
O 28.254 -32.700 33.262
O 26.881 -34.305 32.656
H 28.862 -32.976 30.648
H 27.537 -31.844 30.958
H 27.203 -33.512 30.362
C 23.398 -35.691 27.695
O 24.723 -35.457 28.108
P 25.436 -34.102 27.750
O 25.406 -33.622 26.332
O 24.893 -32.983 28.824
C 24.824 -31.583 28.464
O 26.879 -34.386 28.365
C 27.754 -35.251 27.624
H 22.765 -35.179 28.420
H 23.001 -36.697 27.836
H 23.198 -35.187 26.750
H 24.194 -31.495 27.579
H 25.819 -31.178 28.281
H 24.358 -30.991 29.251
H 28.759 -34.896 27.853
H 27.777 -35.013 26.560
H 27.631 -36.294 27.914
C 28.771 -28.192 25.028
O 28.873 -29.308 25.878
P 28.451 -29.188 27.441
O 27.355 -28.191 27.751
O 28.180 -30.704 27.834
C 28.675 -31.829 27.094
O 29.956 -28.954 28.130
C 30.038 -28.980 29.507
H 27.998 -28.549 24.347
H 29.684 -28.041 24.452
H 28.531 -27.260 25.539
H 29.211 -32.438 27.821
H 29.363 -31.590 26.284
H 27.823 -32.378 26.692
H 29.733 -29.962 29.867
H 29.415 -28.232 29.998
H 31.052 -28.846 29.883
C 23.668 -32.595 31.788
C 22.792 -33.258 32.857
O 23.499 -33.358 34.069
C 23.939 -34.549 34.533
O 23.669 -35.596 33.959
C 24.740 -34.461 35.863
F 24.949 -33.183 36.112
F 24.134 -35.053 36.873
F 25.898 -35.137 35.778
H 24.186 -31.647 31.934
H 23.058 -32.489 30.891
H 24.529 -33.251 31.669
H 22.486 -34.219 32.446
H 21.878 -32.681 32.996
C 25.244 -30.005 34.391
C 26.654 -29.595 34.729
O 26.607 -28.285 35.272
C 27.702 -27.576 35.473
O 28.849 -27.858 35.045
C 27.456 -26.245 36.198
F 27.485 -26.390 37.521
F 28.418 -25.349 35.860
F 26.247 -25.666 35.854
H 24.759 -29.417 33.612
H 24.689 -29.807 35.308
H 25.260 -31.057 34.109
H 27.300 -29.704 33.858
H 26.995 -30.199 35.570
*
```

Computed properties:
frontier orbital gap: 7.3 eV
LUMO level: -4.997 eV

Atomic partial charges in e from the Mulliken method, atoms 1 to 5: atom 1 (Ba): 1.83, atom 2 (N): 1.20, atom 3 (O): -0.83, atom 4 (O): -0.46, atom 5 (O): -0.81


Version Q
Entry from OMol25: a structure of composition C15H31BaF6N2O17P2 (the ωB97M-V functional and the def2-TZVPD basis).

Geometry as ORCA input:
```
! wB97M-V def2-TZVPD RIJCOSX def2/J DEFGRID3
* xyz 1 1
Ba 1.856 1.683 -5.290
N 1.433 0.602 -0.543
O 2.470 0.838 -1.132
O 0.462 0.344 -1.244
O 1.470 0.721 0.650
C 6.446 1.983 1.896
N 7.877 2.361 2.042
O 8.407 2.207 3.121
O 8.494 2.605 0.972
H 6.102 1.732 2.899
H 6.219 1.146 1.235
H 5.989 2.888 1.496
C -1.140 5.410 -0.210
O -0.487 6.673 -0.412
P 0.877 6.763 -1.301
O 1.075 5.652 -2.261
O 2.142 6.882 -0.203
C 3.484 6.813 -0.695
O 0.769 8.224 -2.001
C 1.007 9.421 -1.221
H -2.228 5.451 -0.153
H -0.744 4.979 0.709
H -1.024 4.684 -1.014
H 4.223 6.661 0.091
H 3.621 7.767 -1.205
H 3.699 6.053 -1.447
H 0.644 9.360 -0.195
H 0.444 10.242 -1.664
H 2.044 9.736 -1.104
C 0.498 -4.877 -2.953
O 1.722 -5.494 -3.189
P 2.886 -4.907 -4.139
O 3.060 -3.405 -4.179
O 4.174 -5.860 -3.779
C 4.715 -5.561 -2.432
O 2.403 -5.604 -5.529
C 1.938 -6.954 -5.546
H -0.305 -5.614 -2.939
H 0.246 -4.157 -3.732
H 0.533 -4.334 -2.008
H 5.747 -5.213 -2.486
H 4.898 -6.451 -1.831
H 4.183 -4.803 -1.856
H 0.886 -6.896 -5.826
H 1.909 -7.417 -4.560
H 2.260 -7.628 -6.339
C -0.032 -3.639 4.287
C -0.700 -2.356 4.713
O -1.922 -2.653 5.422
C -1.894 -2.934 6.712
O -0.894 -2.607 7.446
C -3.264 -3.231 7.340
F -3.097 -3.892 8.494
F -3.905 -2.080 7.618
F -4.050 -3.876 6.465
H 0.842 -3.420 3.674
H -0.660 -4.345 3.744
H 0.337 -4.260 5.104
H -0.808 -1.720 3.834
H -0.156 -1.716 5.406
C -5.395 -0.915 0.342
C -5.756 -0.907 -1.171
O -6.699 0.069 -1.403
C -7.948 -0.072 -0.879
O -8.423 -1.097 -0.374
C -8.833 1.256 -1.110
F -10.037 0.964 -1.531
F -9.037 1.898 0.097
F -8.299 2.116 -1.899
H -4.594 -1.609 0.597
H -6.218 -1.051 1.044
H -4.985 0.067 0.578
H -6.142 -1.913 -1.336
H -4.815 -0.782 -1.705
*
```

Computed properties:
frontier orbital gap: 3.4 eV
LUMO level: -6.694 eV

Atomic partial charges in e from the Mulliken method, atoms 1 to 5: atom 1 (Ba): 1.90, atom 2 (N): 1.14, atom 3 (O): -0.72, atom 4 (O): -0.73, atom 5 (O): -0.60


The structure with the greatest stability is version P.


Version P
Entry from OMol25: the molecule C5H10N2S (the ωB97M-V functional and the def2-TZVPD basis).

Geometry as ORCA input:
```
! wB97M-V def2-TZVPD RIJCOSX def2/J DEFGRID3
* xyz 0 1
H -2.033 -1.704 0.406
N -2.690 -0.943 0.288
C -2.067 0.140 0.080
N -0.716 0.422 0.071
C -0.278 1.789 -0.209
C 0.259 -0.577 0.103
C 0.177 -1.685 -0.667
C 1.505 -0.429 0.919
S 2.972 -0.103 -0.064
H -2.616 1.091 -0.080
H 0.634 2.111 0.288
H -0.049 1.847 -1.299
H -1.047 2.540 -0.036
H -0.677 -1.898 -1.294
H 1.105 -2.313 -0.736
H 1.702 -1.415 1.392
H 1.433 0.357 1.715
H 2.386 0.769 -0.878
*
```

Computed properties:
frontier orbital gap: 9.2 eV
SMILES: [H]/N=C\N(C)C(=C)CS
LUMO level: 0.664 eV

Atomic partial charges in e from the natural (NBO) method, atoms 1 to 5: atom 1 (H): 0.34, atom 2 (N): -0.69, atom 3 (C): 0.30, atom 4 (N): -0.48, atom 5 (C): -0.41


Version Q
Entry from OMol25: the molecule C5H10N2S (the ωB97M-V functional and the def2-TZVPD basis).

Geometry as ORCA input:
```
! wB97M-V def2-TZVPD RIJCOSX def2/J DEFGRID3
* xyz 0 1
N -1.558 -1.885 0.041
C -0.483 -1.000 -0.193
C -1.006 0.490 -0.471
N -0.412 1.493 0.401
C 1.030 1.716 0.042
C 1.403 0.332 -0.405
S 2.575 -1.077 -0.019
C 0.832 -0.715 0.530
H -2.421 -1.628 0.913
H -1.145 -2.710 0.261
H -0.145 -1.332 -1.182
H -0.867 0.613 -1.482
H -2.014 0.217 -0.243
H -0.516 1.465 1.349
H 1.609 1.918 0.968
H 1.094 2.508 -0.655
H 1.105 0.308 -1.544
H 0.919 -0.713 1.686
*
```

Computed properties:
frontier orbital gap: 9.2 eV
SMILES: N[C@H]1CNC[C@H]2S[C@H]12
LUMO level: 0.829 eV

Atomic partial charges in e from the natural (NBO) method, atoms 1 to 5: atom 1 (N): -0.81, atom 2 (C): -0.10, atom 3 (C): -0.23, atom 4 (N): -0.62, atom 5 (C): -0.25


Version R
Entry from OMol25: the molecule C5H10N2S (the ωB97M-V functional and the def2-TZVPD basis).

Geometry as ORCA input:
```
! wB97M-V def2-TZVPD RIJCOSX def2/J DEFGRID3
* xyz 0 1
N 2.437 0.108 0.119
C 1.252 0.217 -0.654
C -0.075 0.950 -0.395
C -1.143 1.320 0.585
S -2.474 0.061 0.086
C -1.276 -1.066 -0.832
C 0.035 -0.574 -0.242
N 0.229 -0.974 1.143
H 2.207 0.146 1.098
H 3.063 0.883 -0.101
H 1.469 0.260 -1.710
H -0.455 1.175 -1.396
H -1.588 2.325 0.423
H -0.880 1.170 1.646
H -1.530 -2.106 -0.591
H -1.378 -0.906 -1.923
H -0.665 -1.151 1.590
H 0.772 -1.838 1.152
*
```

Computed properties:
frontier orbital gap: 9.3 eV
SMILES: N[C@@H]1[C@@H]2CSC[C@@]12N
LUMO level: 0.866 eV

Atomic partial charges in e from the natural (NBO) method, atoms 1 to 5: atom 1 (N): -0.82, atom 2 (C): 0.03, atom 3 (C): -0.32, atom 4 (C): -0.48, atom 5 (S): 0.08


Version S
Entry from OMol25: the molecule C5H10N2S (the ωB97M-V functional and the def2-TZVPD basis).

Geometry as ORCA input:
```
! wB97M-V def2-TZVPD RIJCOSX def2/J DEFGRID3
* xyz 0 1
C 1.295 1.260 -0.959
C 1.022 0.423 0.365
C -0.269 0.692 0.949
N -1.514 0.774 0.290
N -1.913 -0.230 -0.720
C -1.394 -1.398 -0.555
C -0.223 -1.907 0.357
S 1.416 -1.317 -0.091
H 0.785 0.696 -1.787
H 0.968 2.357 -0.795
H 2.342 0.980 -1.169
H 1.809 0.619 0.922
H -0.315 0.266 1.952
H -0.165 1.734 1.360
H -1.323 1.692 -0.324
H -1.702 -1.887 -1.445
H -0.572 -1.774 1.383
H -0.247 -2.979 0.267
*
```

Computed properties:
frontier orbital gap: 9.5 eV
SMILES: C[C@H]1CNN=CCS1
LUMO level: 0.701 eV

Atomic partial charges in e from the natural (NBO) method, atoms 1 to 5: atom 1 (C): -0.64, atom 2 (C): -0.31, atom 3 (C): -0.29, atom 4 (N): -0.47, atom 5 (N): -0.22


The structure with the greatest stability is version P.


Version P
Entry from OMol25: a structure of composition C5H10N2S (the ωB97M-V functional and the def2-TZVPD basis).

Geometry as ORCA input:
```
! wB97M-V def2-TZVPD RIJCOSX def2/J DEFGRID3
* xyz 0 1
C -0.768 -0.952 -0.029
C 0.311 -0.770 1.005
C 0.541 0.762 1.289
C 0.475 0.965 -1.067
C 0.384 -0.521 -0.963
H -3.108 -0.899 -0.518
H -1.148 -2.051 -0.149
H 0.065 -1.365 1.834
H 0.031 1.106 2.167
H 1.696 0.938 1.294
H -0.829 2.006 0.238
H -0.192 1.463 -1.840
H 1.603 1.266 -1.220
H 0.367 -0.910 -2.020
H 1.572 -1.921 -0.134
N 0.084 1.680 0.100
N 1.311 -0.909 -0.058
S -2.395 0.111 0.070
*
```

Computed properties:
frontier orbital gap: 9.0 eV
LUMO level: 0.650 eV

Atomic partial charges in e from the natural (NBO) method, atoms 1 to 5: atom 1 (C): -0.26, atom 2 (C): -0.14, atom 3 (C): -0.25, atom 4 (C): -0.23, atom 5 (C): -0.13


Version Q
Entry from OMol25: the molecule C5H10N2S (the ωB97M-V functional and the def2-TZVPD basis).

Geometry as ORCA input:
```
! wB97M-V def2-TZVPD RIJCOSX def2/J DEFGRID3
* xyz 0 1
H -0.754 2.253 1.284
N -0.036 2.731 0.775
C 0.577 1.949 -0.040
N 0.402 0.597 -0.284
C 1.274 -0.056 -1.254
C -0.594 -0.187 0.339
C -1.873 0.256 0.440
C -0.136 -1.469 0.970
S -0.446 -2.991 -0.020
H 1.321 2.410 -0.738
H 1.857 -0.877 -0.752
H 0.679 -0.475 -2.005
H 1.940 0.714 -1.633
H -2.162 1.170 -0.044
H -2.678 -0.304 0.936
H -0.681 -1.646 1.916
H 0.897 -1.356 1.227
H 0.416 -2.719 -1.119
*
```

Computed properties:
frontier orbital gap: 9.2 eV
SMILES: [H]/N=C\N(C)C(=C)CS
LUMO level: 0.620 eV

Atomic partial charges in e from the natural (NBO) method, atoms 1 to 5: atom 1 (H): 0.34, atom 2 (N): -0.70, atom 3 (C): 0.29, atom 4 (N): -0.48, atom 5 (C): -0.39


Version R
Entry from OMol25: the molecule C5H10N2S (the ωB97M-V functional and the def2-TZVPD basis).

Geometry as ORCA input:
```
! wB97M-V def2-TZVPD RIJCOSX def2/J DEFGRID3
* xyz 0 1
C -2.488 0.355 -0.405
S -1.381 -1.043 -0.804
C 0.136 -0.460 0.049
C -0.050 -0.222 1.535
C 1.253 -1.428 -0.167
N 2.385 -0.964 -0.550
N 2.292 0.415 -0.589
C 0.873 0.789 -0.641
H -2.694 0.416 0.639
H -2.126 1.329 -0.720
H -3.422 0.186 -0.981
H 0.943 0.022 1.942
H -0.631 0.662 1.697
H -0.418 -1.101 2.057
H 1.187 -2.469 0.058
H 2.936 0.799 -1.267
H 0.665 1.772 -0.142
H 0.542 0.942 -1.711
*
```

Computed properties:
frontier orbital gap: 9.4 eV
SMILES: CS[C@@]1(C)C=NNC1
LUMO level: 0.807 eV

Atomic partial charges in e from the natural (NBO) method, atoms 1 to 5: atom 1 (C): -0.75, atom 2 (S): 0.22, atom 3 (C): -0.22, atom 4 (C): -0.62, atom 5 (C): -0.01


The structure with the greatest stability is version R.